(1)
Density functional theory data (the ωB97M-V functional and the def2-TZVPD basis) for one molecule with the formula C7H10O3S.

LUMO energy in eV: 0.61
Frontier orbital gap in eV: 10.6
Highest occupied orbital energy in Eh: -0.3681
SMILES: CC(=O)[C@]1(C)C=CCS1(=O)=O

XYZ file:
```
21
C7H10O3S | the OMol25 dataset | the ωB97M-V functional and the def2-TZVPD basis
C -0.253 1.914 1.302
C -0.477 0.396 1.102
O -1.054 -0.207 1.977
C -0.134 -0.229 -0.282
C -0.499 0.626 -1.463
C -0.389 -1.712 -0.281
C 0.581 -2.557 -0.535
C 1.998 -2.014 -0.430
S 1.700 -0.263 -0.067
O 2.102 -0.121 1.319
O 2.377 0.704 -1.016
H 0.603 2.400 0.767
H 0.146 2.123 2.324
H -1.130 2.454 1.204
H -1.336 0.205 -2.056
H 0.338 0.823 -2.177
H -0.957 1.556 -0.989
H -1.533 -1.929 -0.438
H 0.476 -3.683 -0.660
H 2.527 -2.458 0.374
H 2.383 -2.108 -1.368
```

Results of the Löwdin charge analysis, in e, for atoms 1 through 2: -0.019, -0.417


(2)
Density functional theory data (the ωB97M-V functional and the def2-TZVPD basis) for C17H28N3O7Ru as an isolated structure.

LUMO energy (spin up / spin down) in eV: -6.33 / -7.95
Frontier orbital gap (spin up / spin down) in eV: 9.0 / 7.4
Highest occupied orbital energy (spin up / spin down) in Eh: -0.5645 / -0.5644
2S+1: 2
Charge: +2

XYZ file:
```
56
C17H28N3O7Ru | the OMol25 dataset | the ωB97M-V functional and the def2-TZVPD basis
Ru -0.321 0.186 -0.318
C -0.710 -2.870 -0.085
C -1.452 -3.055 -1.409
O -1.548 -1.796 -2.062
C -2.843 -1.385 -2.492
C -2.932 0.115 -2.334
O -2.553 0.422 -0.979
C -2.852 1.778 -0.583
C -2.529 1.860 0.908
O -1.515 0.859 1.247
C -2.045 -0.221 2.080
C -1.175 -1.446 1.910
O -1.195 -1.630 0.480
H 0.377 -2.822 -0.179
H -0.958 -3.699 0.581
H -2.454 -3.440 -1.215
H -0.929 -3.778 -2.038
H -3.597 -1.861 -1.862
H -3.019 -1.674 -3.530
H -3.967 0.421 -2.506
H -2.295 0.671 -3.026
H -3.912 1.978 -0.749
H -2.259 2.478 -1.167
H -3.400 1.644 1.523
H -2.136 2.837 1.182
H -3.044 -0.456 1.716
H -2.098 0.118 3.115
H -1.638 -2.293 2.419
H -0.150 -1.335 2.262
N 0.839 -0.567 -1.907
C 1.526 0.448 -2.773
C 0.509 1.426 -3.319
C -0.051 2.362 -2.271
O -0.511 3.435 -2.529
O 0.007 1.933 -0.993
H 1.526 -1.248 -1.587
H 0.172 -1.091 -2.479
H 2.055 -0.087 -3.560
H 2.255 0.990 -2.172
H -0.314 0.878 -3.788
H 0.946 2.040 -4.105
N 4.763 0.750 4.749
C 4.883 0.452 3.442
O 5.922 0.151 2.901
C 3.617 0.476 2.598
C 3.762 0.115 1.265
C 2.665 0.093 0.436
N 1.418 0.391 0.843
C 1.290 0.777 2.125
C 2.345 0.837 3.014
H 5.604 0.755 5.305
H 3.913 1.064 5.178
H 4.747 -0.133 0.892
H 2.819 -0.138 -0.605
H 0.310 1.098 2.436
H 2.133 1.187 4.015
```

Results of the Löwdin charge analysis, in e, for atoms 1 through 2: 1.480, -0.107


(3)
Density functional theory data (the ωB97M-V functional and the def2-TZVPD basis) for one molecule with the formula C2Cl2O.

LUMO energy in eV: -1.11
Frontier orbital gap in eV: 8.8
Highest occupied orbital energy in Eh: -0.3631

XYZ file:
```
5
C2Cl2O | the OMol25 dataset | the ωB97M-V functional and the def2-TZVPD basis
C 0.243 0.696 0.017
C -0.164 -0.475 0.513
O 0.380 1.869 -0.153
Cl 1.137 -1.881 0.205
Cl -1.596 -0.209 -0.582
```

Results of the Löwdin charge analysis, in e, for atoms 1 through 2: -0.496, -0.766


In order of appearance, relative energy (zero: lowest compared OMol25 entry of this formula, charge and spin) = 98.7 30.9 147.6 kJ/mol.
In order of appearance, calculated total energy = -24396.4040 -39452.8453 -29163.0066 eV.